Formula: C2H4N4O2
Source: the OMol25 dataset
Level of theory: the ωB97M-V functional and the def2-TZVPD basis

```
12
Properties=species:S:1:pos:R:3
C -0.0966 0.1205 -0.0135
C -1.3620 0.9041 0.0223
H 2.5463 -0.5281 -0.6615
H 2.1144 -0.5902 0.9023
H 1.1460 1.7276 0.0728
H -1.9724 -1.9010 -0.6419
N 2.3097 0.0475 0.1321
N 1.1281 0.7195 -0.0856
N -0.3330 -1.1518 -0.0038
N -1.6507 -1.3537 0.1500
O -2.2982 -0.0693 0.0756
O -1.5316 2.0748 0.0512
```

The total charge is 0. The energy above the lowest of the compared OMol25 structures with the same formula, charge and spin comes out at 46.9 kcal/mol. As for the HOMO energy: -8.98 eV. Its LUMO energy is 0.790 eV. The total energy is -12191.4526 eV. The SMILES is NNc1n[nH]oc1=O. The multiplicity is 1.

=====

Formula: C21H22ClN3O4
Source: the OMol25 dataset
Level of theory: the ωB97M-V functional and the def2-TZVPD basis

```
51
Properties=species:S:1:pos:R:3
C -4.7014 -5.7879 1.8923
C -5.7825 -5.0635 1.1044
H -5.6643 -5.2438 0.0310
H -6.7840 -5.3617 1.4249
O -5.6988 -3.6560 1.3431
C -4.9975 -2.9343 0.4752
O -4.5848 -3.3210 -0.5846
C -4.8953 -1.4817 0.9467
N -3.5259 -1.0496 0.7812
C -2.5473 -1.9037 1.2286
O -2.8314 -3.0052 1.6698
N -1.2668 -1.4544 1.1338
C -0.1935 -2.3295 1.5512
H 0.3592 -1.8627 2.3761
C 0.7520 -2.5847 0.3802
C 1.3360 -1.2689 -0.0328
C 2.6547 -1.1322 -0.4422
C 3.1842 0.0999 -0.7723
C 2.3847 1.2353 -0.6798
C 1.0617 1.1053 -0.2672
C 0.5331 -0.1348 0.0539
C -0.9192 -0.2281 0.4469
H -1.1666 0.6413 1.0764
H -1.5151 -0.1592 -0.4743
H 0.4382 1.9869 -0.1932
N 2.8442 2.5212 -0.9786
C 4.1001 2.9188 -1.3153
O 5.0447 2.1792 -1.4907
C 4.2330 4.3997 -1.5308
C 3.7046 5.3881 -0.7038
C 3.9186 6.7310 -0.9729
C 4.6631 7.1039 -2.0774
C 5.2116 6.1355 -2.9020
C 5.0038 4.7994 -2.6209
H 5.4378 4.0282 -3.2390
H 5.8052 6.4215 -3.7564
H 4.8221 8.1513 -2.2834
H 3.5049 7.4773 -0.3125
Cl 2.8060 4.9924 0.7316
H 2.1510 3.2481 -0.8610
H 4.2093 0.1914 -1.0877
H 3.2803 -2.0103 -0.5037
H 0.1859 -3.0271 -0.4441
H 1.5382 -3.2828 0.6684
H -0.6555 -3.2527 1.9037
H -3.3596 -0.0582 0.7569
H -5.2348 -1.4279 1.9884
H -5.5360 -0.8648 0.3128
H -4.6951 -6.8428 1.6332
H -3.7364 -5.3465 1.6567
H -4.8762 -5.6796 2.9594
```

The total charge is 0. The energy above the lowest of the compared OMol25 structures with the same formula, charge and spin comes out at 5.5 kcal/mol. As for the HOMO energy: -8.48 eV. Its LUMO energy is 0.422 eV. The total energy is -47318.8067 eV. The SMILES is CCOC(=O)CNC(=O)N1CCc2ccc(NC(=O)c3ccccc3Cl)cc2C1. The multiplicity is 1.

=====

Formula: C2H2KLiO2
Source: the OMol25 dataset
Level of theory: the ωB97M-V functional and the def2-TZVPD basis

```
8
Properties=species:S:1:pos:R:3
O -0.3799 -0.0632 0.7346
C -0.3996 -0.1594 -0.6219
C 0.4829 0.1328 -1.5427
O 1.2682 0.3896 -2.3843
H -1.4108 -0.4609 -0.8580
Li -0.1521 1.8258 1.4439
K 1.8706 -0.8078 1.9536
H -1.2793 -0.8569 1.2748
```

The total charge is 0. The energy above the lowest of the compared OMol25 structures with the same formula, charge and spin comes out at 111.5 kcal/mol. As for the HOMO energy (spin up / spin down): -4.57 / -4.58 eV. Its LUMO energy (spin up / spin down) is -0.454 / -0.461 eV. The total energy is -22726.3516 eV. The multiplicity is 1.

=====

Formula: C48H43GeInN5S4
Source: the OMol25 dataset
Level of theory: the ωB97M-V functional and the def2-TZVPD basis

```
102
Properties=species:S:1:pos:R:3
In -0.1823 0.3114 -0.0581
C 0.0506 1.8160 3.2866
N 0.9226 1.7896 2.1105
C 1.3992 3.1311 1.7023
C 2.2827 3.1614 0.4860
C 2.9946 4.2985 0.1507
C 3.6849 4.3994 -1.0337
C 3.6850 3.2977 -1.8998
C 3.0115 2.1736 -1.4608
N 2.3077 2.1156 -0.3222
C 2.0909 1.0397 2.5073
C 1.9127 -0.4402 2.5575
C 2.6427 -1.1468 3.4788
C 2.5498 -2.5088 3.5282
C 1.6763 -3.1447 2.6343
C 0.9490 -2.3728 1.7556
N 1.0344 -1.0042 1.7375
C -1.1482 2.7097 3.1776
C -1.6572 3.3549 4.2929
C -2.6789 4.2506 4.1124
C -3.1724 4.5001 2.8143
C -2.6330 3.8398 1.7556
N -1.6521 2.9195 1.9696
H 0.6126 2.0912 4.1626
H -0.2854 0.8237 3.5101
H 1.9220 3.5623 2.5406
H 0.5341 3.7676 1.5584
H 3.0056 5.1125 0.8753
H 4.2281 5.3184 -1.2863
H 4.2297 3.3116 -2.8352
H 3.0592 1.3111 -2.1044
H 2.3829 1.3676 3.4816
H 2.8729 1.2269 1.7703
H 3.3353 -0.6049 4.1383
H 3.0918 -3.1474 4.2016
H 1.5307 -4.2096 2.6359
H 0.2909 -2.8301 1.0170
H -1.2638 3.1446 5.2942
H -3.1319 4.7734 4.9359
H -3.9674 5.2657 2.6654
H -2.9065 4.0106 0.7243
S -0.8901 2.6637 -0.7016
S -3.0688 3.8463 -3.1716
S -1.5570 2.9547 -3.9066
S 0.0137 3.1165 -2.5026
C -2.2935 -4.3080 -3.8820
C -2.5593 -3.8464 -2.5833
C -1.6208 -3.0718 -1.9235
C -0.4715 -2.6305 -2.5479
C -0.2493 -3.0240 -3.8708
C -1.1144 -3.9264 -4.5224
Ge 0.8208 -1.3915 -1.7864
C 1.6379 -0.4927 -3.3058
C 2.9569 -0.7806 -3.6245
C 3.5802 -0.1371 -4.7008
C 2.9228 0.8121 -5.4680
C 1.5681 1.0397 -5.2060
C 0.9651 0.3727 -4.1443
C 2.2379 -2.4629 -0.9219
C 3.3880 -1.8553 -0.4327
C 4.4159 -2.5860 0.1384
C 4.2455 -3.9973 0.2795
C 3.1091 -4.6163 -0.2217
C 2.1368 -3.8454 -0.8358
H -3.0617 -4.9159 -4.3508
H -3.3876 -4.1716 -2.0355
H -1.8371 -2.7926 -0.8895
H 0.5766 -2.6144 -4.3959
H -0.9308 -4.1951 -5.5498
H 3.5451 -1.3924 -2.9421
H 4.5596 -0.5371 -4.9277
H 3.4499 1.2886 -6.2807
H 0.9246 1.7737 -5.7131
H -0.0874 0.5194 -3.9528
H 3.4932 -0.7810 -0.4343
H 5.3320 -2.0985 0.4742
H 4.9497 -4.5828 0.8469
H 2.9258 -5.6694 -0.1341
H 1.2503 -4.3429 -1.1655
C -5.0531 -1.1676 -2.2148
C -5.2018 -1.5792 -0.9220
C -4.2371 -1.3309 0.0364
C -3.0731 -0.5784 -0.2488
C -2.9277 -0.2688 -1.5982
C -3.9006 -0.4660 -2.5317
N -2.1150 -0.3500 0.6941
C -2.5285 -0.1864 2.0331
C -1.9193 -0.8939 3.0980
C -2.3037 -0.7328 4.4110
C -3.3460 0.1762 4.6953
C -3.8971 0.9399 3.6820
C -3.5108 0.7506 2.3548
H -5.8826 -1.2732 -2.9144
H -6.1082 -2.0954 -0.6406
H -4.4017 -1.5832 1.0646
H -2.0401 0.3513 -1.9321
H -3.6605 -0.1183 -3.5116
H -1.1684 -1.6689 2.9287
H -1.8474 -1.3644 5.1263
H -3.7347 0.3159 5.6921
H -4.6860 1.6574 3.8695
H -3.9442 1.3590 1.5526
```

The total charge is 0. The energy above the lowest of the compared OMol25 structures with the same formula, charge and spin comes out at 1.6 kcal/mol. Its expectation value of S² is 0.755. As for the HOMO energy (spin up / spin down): -6.67 / -6.68 eV. Its LUMO energy (spin up / spin down) is 0.168 / -1.014 eV. The total energy is -162955.7822 eV. The multiplicity is 2.

=====

Formula: C6H14N2O2Sn
Source: the OMol25 dataset
Level of theory: the ωB97M-V functional and the def2-TZVPD basis

```
25
Properties=species:S:1:pos:R:3
Sn 5.0921 -6.4523 28.5691
C 3.5036 -2.0619 27.4096
C 4.9215 -2.5788 27.1452
O 5.2267 -3.6776 27.5706
N 5.7506 -1.8354 26.4408
C 7.0969 -2.2397 26.1051
H 3.2207 -2.2877 28.4377
H 2.7595 -2.4240 26.7001
H 3.4646 -0.9739 27.3568
H 5.4223 -0.9454 26.0940
H 7.6743 -2.7727 26.8605
H 7.7246 -1.3800 25.8706
H 7.0935 -3.0314 25.3558
C 8.8826 -5.7293 24.9360
C 8.1410 -6.7586 25.7569
O 7.3330 -6.4015 26.6206
N 8.3803 -8.0728 25.6009
C 9.4035 -8.6988 24.6867
H 8.8840 -4.8038 25.5119
H 8.3970 -5.5802 23.9716
H 9.9088 -6.0332 24.7295
H 7.8824 -8.7185 26.1971
H 10.4191 -8.3913 24.9359
H 9.2026 -8.3479 23.6745
H 9.4385 -9.7687 24.4816
```

The total charge is +2. The energy above the lowest of the compared OMol25 structures with the same formula, charge and spin comes out at 54.1 kcal/mol. As for the HOMO energy: -16.34 eV. Its LUMO energy is -11.111 eV. The total energy is -19337.4876 eV. The multiplicity is 1.

=====

Formula: C2H2F2O
Source: the OMol25 dataset
Level of theory: the ωB97M-V functional and the def2-TZVPD basis

```
7
Properties=species:S:1:pos:R:3
C 0.9028 -0.4017 0.3566
C -0.7877 0.3740 -0.2323
O 0.4951 0.5564 -0.7732
F -1.6537 -0.4094 -0.8921
F -1.4179 1.4092 0.3310
H 1.6489 -0.0738 1.0308
H 0.8126 -1.4547 0.1793
```

The total charge is 0. The energy above the lowest of the compared OMol25 structures with the same formula, charge and spin comes out at 64.9 kcal/mol. As for the HOMO energy: -9.34 eV. Its LUMO energy is 0.461 eV. The total energy is -9585.1931 eV. The multiplicity is 1.